Here is 2 unconnected molecules or ions with the total composition CH3NO at a distorted geometry from the Open Molecules 2025 dataset. Energies are from wB97M-V/def2-TZVPD.

Summary:
Kohn-Sham gap: 9.817 eV
ΔE to the lowest compared entry with this formula, charge and spin: 270.4 kJ/mol
Maximum force: 0.172 Eh/bohr

Each line ends with the natural charge from an NBO analysis.
Cartesian coordinates (Å):
1 C -0.32 -0.15 -0.19  0.483
2 H 0.79 0.54 1.42  0.398
3 H -0.69 -0.38 1.94  0.332
4 H -1.28 -0.51 -0.35  0.113
5 N -0.20 0.58 0.91  -0.758
6 O 0.57 -0.35 -1.03  -0.569